Record 1
The following is a quantum chemistry calculation of C35H38As2BCuF4NO10P as an isolated structure, from OMol25.

```
93
Properties=species:S:1:pos:R:3:mulliken_charge:R:1
Cu -2.392 0.515 0.629 -1.02
N -0.938 1.362 1.821 -0.13
C -0.765 2.831 1.699 0.02
C -1.733 3.462 0.700 -1.12
C -1.558 2.888 -0.706 0.64
O -1.033 3.570 -1.585 -0.62
O -1.972 1.680 -0.876 -0.19
H -1.069 1.096 2.789 0.31
H -0.096 0.862 1.529 0.06
H 0.257 3.057 1.393 0.05
H -0.923 3.288 2.678 0.45
H -1.550 4.535 0.667 0.47
H -2.764 3.287 1.027 0.29
C -2.922 -3.952 5.540 -0.51
C -2.328 -2.704 5.434 -0.59
C -2.234 -2.083 4.196 -0.26
C -2.736 -2.704 3.058 0.58
C -3.318 -3.967 3.170 -0.59
C -3.414 -4.586 4.406 -0.77
P -2.645 -1.840 1.458 2.11
C -2.152 -3.177 0.315 0.53
C -1.053 -3.972 0.644 -0.29
C -0.656 -4.993 -0.206 -0.78
C -1.338 -5.220 -1.396 -0.59
C -2.412 -4.413 -1.740 -0.62
C -2.819 -3.393 -0.889 -0.61
C -4.320 -1.402 0.938 -0.37
C -5.530 -2.090 1.012 -0.26
C -6.647 -1.521 0.422 -0.62
C -6.540 -0.299 -0.244 -0.65
C -5.329 0.374 -0.312 -0.23
C -4.195 -0.163 0.303 0.53
H -2.986 -4.440 6.504 0.37
H -1.916 -2.220 6.311 0.41
H -1.732 -1.129 4.105 0.19
H -3.674 -4.475 2.281 0.42
H -3.864 -5.568 4.483 0.39
H -0.504 -3.789 1.560 0.32
H 0.199 -5.600 0.060 0.42
H -1.024 -6.017 -2.058 0.35
H -2.940 -4.576 -2.671 0.37
H -3.661 -2.768 -1.161 0.38
H -5.599 -3.046 1.518 0.36
H -7.603 -2.028 0.469 0.40
H -7.421 0.127 -0.711 0.38
H -5.267 1.320 -0.838 0.47
C 1.382 -2.969 -2.367 -0.75
O 1.557 -1.643 -1.867 -0.13
C 2.818 -1.304 -1.574 -0.59
O 3.770 -1.996 -1.840 -0.64
C 2.856 -0.046 -0.776 1.47
C 4.023 0.448 -0.334 -0.23
As 5.334 1.145 -1.611 0.06
C 4.797 0.303 -3.300 -1.08
C 3.995 2.700 -1.654 0.10
C 2.701 2.708 -1.314 0.67
As 1.393 1.260 -0.756 1.37
C 0.744 1.015 -2.593 -1.50
C 1.992 4.027 -1.214 -0.47
O 1.571 4.469 -0.177 -0.60
O 1.877 4.637 -2.399 -0.12
C 1.112 5.854 -2.368 -0.75
C 4.671 4.021 -1.909 0.10
O 5.017 4.756 -1.028 -0.57
O 4.910 4.381 -3.192 -0.39
C 4.284 3.687 -4.270 -0.38
C 4.120 1.289 0.905 0.25
O 5.174 1.736 1.288 -0.68
O 2.961 1.417 1.546 0.37
C 2.965 2.036 2.836 -1.02
H 0.310 -3.098 -2.489 0.11
H 1.769 -3.684 -1.644 0.29
H 1.900 -3.093 -3.318 0.31
H 5.126 -0.733 -3.283 0.44
H 5.318 0.831 -4.098 0.41
H 3.725 0.343 -3.479 0.11
H 1.518 0.692 -3.287 0.48
H 0.344 1.989 -2.878 0.52
H -0.074 0.300 -2.573 0.18
H 1.086 6.205 -3.396 0.27
H 1.601 6.585 -1.726 0.32
H 0.111 5.632 -2.005 0.19
H 4.086 4.431 -5.039 0.31
H 3.346 3.227 -3.966 0.16
H 4.959 2.933 -4.672 0.22
H 2.821 1.247 3.573 0.19
H 2.133 2.737 2.852 0.23
H 3.901 2.561 3.003 0.41
F 0.676 -0.870 1.421 -0.13
B 1.443 -1.841 2.139 -0.01
F 0.561 -2.536 2.996 -0.28
F 2.420 -1.187 2.895 -0.35
F 2.014 -2.724 1.214 -0.36
```

Computed properties:
* HOMO (alpha / beta): -0.2064 / -0.2065 hartree
* energy above the lowest of the compared OMol25 structures with the same formula, charge and spin: 0.0 kcal per mole
* charge: -1
* Kohn-Sham gap (alpha / beta): 7.256 / 7.258 eV
* spin multiplicity: 2

Record 2
The following is a quantum chemistry calculation of C35H38AsF30O8S3 as an isolated structure, from OMol25.

```
115
Properties=species:S:1:pos:R:3:mulliken_charge:R:1
As 8.651 -12.195 -8.534 2.26
F 7.619 -13.149 -7.509 -0.43
F 7.358 -11.092 -8.779 -0.52
F 9.672 -11.249 -9.566 -0.59
F 9.952 -13.310 -8.263 -0.55
F 8.168 -13.151 -9.889 -0.27
F 9.185 -11.274 -7.174 -0.55
C 8.154 -13.901 -12.776 -0.94
C 6.952 -13.682 -13.678 1.12
C 7.294 -13.380 -15.140 -0.17
F 6.176 -13.130 -15.837 -0.29
F 8.145 -12.328 -15.247 -0.27
F 6.172 -14.782 -13.717 -0.34
F 6.242 -12.633 -13.167 -0.02
O 9.261 -14.300 -13.605 -0.49
C 10.397 -14.619 -12.935 0.95
C 11.479 -14.741 -14.022 0.19
F 12.706 -14.679 -13.491 -0.26
F 11.329 -15.931 -14.659 -0.26
F 10.723 -13.697 -12.019 -0.22
F 10.233 -15.797 -12.277 -0.32
H 7.908 -14.692 -12.066 0.39
H 8.437 -12.990 -12.258 0.27
H 7.823 -14.253 -15.536 0.37
H 11.276 -13.971 -14.770 0.26
C 1.928 -13.305 -11.986 -1.12
C 2.445 -13.053 -13.390 1.01
C 2.679 -11.570 -13.653 0.33
F 3.186 -11.397 -14.889 -0.25
F 1.500 -10.905 -13.587 -0.32
F 3.613 -13.689 -13.598 -0.17
F 1.555 -13.536 -14.300 -0.36
O 2.820 -12.766 -11.019 -0.31
C 3.584 -13.647 -10.324 0.79
C 4.668 -12.889 -9.568 0.45
F 5.479 -12.255 -10.430 -0.12
F 4.073 -11.960 -8.780 -0.31
F 2.797 -14.305 -9.433 -0.32
F 4.152 -14.582 -11.098 -0.26
H 1.687 -14.361 -11.862 0.42
H 0.997 -12.753 -11.855 0.42
H 3.380 -11.162 -12.924 0.11
H 5.279 -13.555 -8.953 -0.04
C 7.161 -16.086 -6.124 -0.28
C 8.104 -17.009 -6.854 0.96
C 9.391 -16.265 -7.228 1.13
F 10.248 -16.343 -6.180 -0.29
F 9.977 -16.864 -8.287 -0.29
F 8.378 -18.140 -6.164 -0.33
F 7.491 -17.404 -8.007 -0.31
O 5.902 -16.704 -5.931 -0.33
C 4.856 -15.868 -6.022 0.93
C 3.635 -16.637 -5.545 0.11
F 2.492 -15.968 -5.838 -0.27
F 3.612 -17.881 -6.035 -0.25
F 5.025 -14.761 -5.282 -0.28
F 4.702 -15.448 -7.310 -0.20
H 7.077 -15.157 -6.692 -0.21
H 7.620 -15.766 -5.180 0.32
H 9.164 -15.234 -7.491 -0.66
H 3.653 -16.712 -4.454 0.26
C 6.728 -9.514 -14.063 -0.74
S 8.308 -9.497 -13.173 0.59
O 8.771 -8.076 -13.202 -0.68
C 7.646 -9.705 -11.509 -0.76
H 6.767 -8.659 -14.738 0.50
H 5.810 -9.513 -13.485 0.12
H 6.746 -10.389 -14.716 0.11
H 7.507 -10.758 -11.261 -0.08
H 6.661 -9.244 -11.434 0.47
H 8.291 -9.234 -10.776 0.41
C 12.215 -9.049 -8.267 -0.75
S 11.203 -7.665 -8.819 0.51
O 11.979 -6.414 -8.636 -0.66
C 11.327 -8.146 -10.553 -0.66
H 12.376 -8.994 -7.194 0.36
H 13.147 -9.073 -8.833 0.41
H 11.689 -9.978 -8.507 0.03
H 10.978 -7.318 -11.173 0.34
H 10.562 -8.903 -10.744 -0.07
H 12.333 -8.455 -10.818 0.40
C 13.248 -13.430 -8.675 -0.58
S 13.294 -14.524 -7.230 0.55
O 14.745 -14.474 -6.852 -0.72
C 12.491 -13.475 -6.032 -0.52
H 14.045 -12.724 -8.443 0.37
H 12.288 -12.917 -8.730 -0.10
H 13.478 -14.012 -9.561 0.34
H 12.875 -12.458 -6.115 0.42
H 12.573 -13.906 -5.040 0.33
H 11.416 -13.400 -6.229 -0.12
C 6.484 -10.742 -3.680 -0.94
C 7.344 -11.296 -4.619 -0.39
C 8.443 -12.038 -4.216 -0.23
C 8.650 -12.266 -2.864 0.10
C 7.725 -11.814 -1.919 0.17
C 6.673 -11.012 -2.332 -0.53
C 7.826 -12.197 -0.488 0.54
O 6.974 -11.898 0.322 -0.68
C 9.089 -12.879 -0.067 0.26
C 9.279 -13.164 1.282 -0.65
C 10.463 -13.758 1.693 -0.45
C 11.500 -13.971 0.794 -0.53
C 11.324 -13.671 -0.551 -0.53
C 10.122 -13.129 -0.965 0.34
C 9.939 -12.866 -2.430 0.34
O 10.757 -13.263 -3.234 -0.60
H 5.614 -10.180 -3.991 0.41
H 7.125 -11.234 -5.677 0.47
H 9.113 -12.423 -4.971 0.66
H 5.984 -10.597 -1.608 0.44
H 8.554 -12.901 2.039 0.44
H 10.553 -14.044 2.734 0.38
H 12.462 -14.350 1.115 0.41
H 12.137 -13.888 -1.227 0.47
```

Computed properties:
* HOMO: -0.2437 hartree
* charge: -1
* Kohn-Sham gap: 7.179 eV